1.
{
  "formula": "C10H13N2",
  "method": "the ωB97M-V functional and the def2-TZVPD basis",
  "charge": 1,
  "e_homo_ha": -0.49777,
  "orbital_gap_ha": 0.3097,
  "smiles": "Cc1ccccc1C1=[N+](C)N1C",
  "lumo_ev": -5.1,
  "symbols": ["C", "C", "C", "C", "C", "C", "C", "C", "C", "C", "N", "N", "H", "H", "H", "H", "H", "H", "H", "H", "H", "H", "H", "H", "H"],
  "xyz": [[-0.44648, 2.40492, -1.75528], [-0.96898, 3.16452, -0.69064], [0.07972, 1.17792, -1.45836], [-1.08337, 2.58534, 0.63298], [-0.02201, 0.63058, -0.19129], [-0.66466, 1.30496, 0.83312], [0.63103, -0.63049, 0.16098], [-0.64756, 0.73510, 2.22405], [1.42561, -1.92157, -1.59809], [0.11865, -2.94243, 1.05887], [1.71427, -1.30365, -0.34456], [0.83582, -1.69751, 0.86515], [-0.35579, 2.76385, -2.75006], [-1.12082, 4.25576, -0.81630], [0.43207, 0.53557, -2.30089], [-1.75476, 3.26022, 1.31028], [-0.97025, 1.49903, 2.87082], [-1.47295, -0.07827, 2.12355], [0.33167, 0.36484, 2.41734], [1.52200, -1.36196, -2.52670], [2.20244, -2.83990, -1.69677], [0.32709, -2.29353, -1.53634], [0.53112, -3.49325, 0.16360], [-1.02945, -2.78073, 0.98273], [0.38557, -3.33933, 2.02183]],
  "atomic_forces_ev_per_a": [[-0.010, 0.479, 1.498], [0.778, -0.255, 1.003], [0.152, -1.583, -1.965], [-2.323, 3.261, -2.142], [0.392, -1.897, 0.852], [0.446, 0.517, 1.784], [0.444, 1.636, -0.934], [-2.504, -1.586, -2.248], [-0.450, -4.561, -0.719], [-1.600, 0.213, -1.545], [0.700, 1.568, 0.279], [-0.330, 1.061, 0.130], [-0.089, 0.476, -0.582], [-0.454, -0.958, -0.009], [0.014, 0.781, 0.871], [1.874, -1.710, -0.575], [-0.243, 0.559, 1.190], [1.541, 0.919, 1.014], [0.468, -0.470, 0.716], [0.275, 0.639, 0.546], [-2.094, 1.948, 0.060], [1.742, 0.140, -0.698], [-0.922, -0.373, 1.342], [2.023, -0.387, 0.042], [0.171, -0.417, 0.091]]
}

=====

2.
{
  "formula": "C3H5N2OP",
  "method": "the ωB97M-V functional and the def2-TZVPD basis",
  "e_homo_ha": [-0.24338, -0.35512],
  "orbital_gap_ha": [0.2501, 0.3153],
  "lumo_ev": [0.2, -1.1],
  "multiplicity": 3,
  "symbols": ["C", "C", "C", "N", "N", "O", "P", "H", "H", "H", "H", "H"],
  "xyz": [[1.12040, 1.22580, -0.42135], [1.17162, -0.94312, 0.38416], [-0.80516, -0.14015, -0.48306], [2.53047, -0.80860, 0.38300], [0.54877, 0.07610, -0.23002], [0.55160, -1.90170, 0.84604], [3.39370, 0.51643, -0.23766], [0.85018, 1.95956, -1.24657], [-1.09855, 0.51318, -1.29122], [-0.96530, -1.16780, -0.69042], [-1.35906, 0.01528, 0.47941], [3.12947, -1.58054, 0.81364]],
  "atomic_forces_ev_per_a": [[4.661, 2.977, -1.045], [0.147, -2.655, 1.682], [-2.385, 0.342, 1.011], [2.559, -1.551, 1.091], [-0.539, -0.612, -0.531], [0.872, 0.779, -0.418], [-2.735, 1.207, -0.356], [-0.108, -1.289, 1.027], [-0.481, 0.105, -0.019], [-0.212, -0.854, -0.597], [0.000, 0.301, -0.998], [-1.778, 1.249, -0.847]]
}

=====

3.
{
  "formula": "C9H18NS",
  "method": "the ωB97M-V functional and the def2-TZVPD basis",
  "charge": 1,
  "e_homo_ha": -0.47463,
  "orbital_gap_ha": 0.3648,
  "smiles": "C=C[C@](C)(CC)[C@@H]1[NH2+]CCS1",
  "lumo_ev": -3.0,
  "symbols": ["C", "C", "C", "C", "C", "C", "C", "C", "C", "N", "S", "H", "H", "H", "H", "H", "H", "H", "H", "H", "H", "H", "H", "H", "H", "H", "H", "H", "H"],
  "xyz": [[0.25075, -1.09908, -2.21201], [0.23148, 0.18742, -1.85096], [-2.36183, -1.01873, 0.89490], [-3.26627, -0.07563, 0.32564], [-0.53608, 0.54474, 0.44858], [1.92405, -0.07333, 1.56020], [0.79501, 2.24145, -0.54517], [1.85868, 0.00070, 0.02587], [0.63441, 0.70890, -0.44987], [-0.92646, -0.91747, 0.46838], [-2.11425, 1.31626, -0.06759], [0.06342, -1.36872, -3.23419], [0.89970, -1.83809, -1.75042], [-0.03429, 0.99571, -2.55127], [-2.35820, -0.75652, 1.95526], [-2.68382, -2.07186, 0.97908], [-3.83885, -0.19010, -0.60373], [-3.89638, 0.39054, 0.99304], [-0.30384, 0.92402, 1.52213], [1.97904, 0.79665, 2.09116], [1.06223, -0.61838, 2.03579], [2.86010, -0.52811, 1.86239], [-0.08162, 2.53858, 0.04012], [1.69162, 2.58192, -0.01725], [0.96307, 2.58609, -1.58523], [1.87892, -1.11077, -0.28567], [2.72193, 0.59342, -0.33415], [-0.39326, -1.60611, 1.06245], [-0.95727, -1.21642, -0.55036]],
  "atomic_forces_ev_per_a": [[1.326, 0.583, -0.998], [0.182, 0.330, 0.221], [0.530, -2.853, 3.648], [0.493, 2.567, -3.665], [-1.051, -0.961, 2.592], [-0.033, -2.420, -0.434], [0.839, -0.382, 0.473], [0.734, -1.516, 1.410], [-0.202, 0.592, -2.756], [-1.600, -1.013, -0.316], [0.158, 0.899, -0.677], [-0.523, 0.024, -0.331], [-0.625, -0.102, 0.656], [-0.423, -0.749, 0.270], [0.384, 0.034, 0.156], [0.251, 0.247, -0.836], [0.441, -0.915, 0.215], [-1.524, 0.337, 1.840], [-0.334, -1.001, -1.791], [-0.182, 2.960, 0.931], [1.024, 0.107, -0.451], [0.008, -0.686, -0.035], [0.405, 1.628, -0.930], [-0.197, -0.103, 0.230], [-0.852, 0.034, 0.690], [0.301, 1.954, 0.039], [-0.222, -0.899, -0.062], [-0.159, 1.145, -0.917], [0.852, 0.157, 0.828]]
}

=====

4.
{
  "formula": "C4H7FO2S",
  "method": "the ωB97M-V functional and the def2-TZVPD basis",
  "e_homo_ha": -0.33109,
  "orbital_gap_ha": 0.2932,
  "lumo_ev": -1.0,
  "symbols": ["C", "C", "C", "C", "H", "H", "H", "H", "H", "H", "H", "O", "O", "F", "S"],
  "xyz": [[0.27834, 1.17764, -1.11892], [0.12568, -0.33503, -0.66479], [-0.88563, -0.47398, 0.55377], [-0.22340, 0.03983, 1.83499], [1.08843, 1.22915, -1.93193], [-0.67825, 1.49148, -1.55703], [0.55100, 1.82525, -0.15054], [1.05982, -0.90831, -0.35176], [0.87412, -1.24644, -2.27589], [-1.35846, -1.44193, 0.69592], [1.35739, -1.31121, 1.43398], [-0.44414, -1.04890, -1.72819], [0.90282, -0.66684, 2.19234], [-2.03853, 0.34972, 0.31354], [-0.60918, 1.31959, 2.75450]],
  "atomic_forces_ev_per_a": [[1.682, -0.292, 1.819], [-0.974, 0.524, 1.220], [-0.802, 2.322, -0.181], [1.252, -0.401, 0.185], [-1.064, 0.087, 1.357], [0.333, -0.096, 0.342], [-0.501, -1.150, -2.416], [-0.774, 1.343, -0.087], [-5.846, 0.459, 1.228], [0.678, -0.470, -0.136], [-2.279, 2.461, 2.675], [6.049, -1.506, -2.806], [1.141, -1.934, -2.573], [1.329, -0.691, -0.046], [-0.223, -0.656, -0.581]]
}

=====

5.
{
  "formula": "CH3FS2",
  "method": "the ωB97M-V functional and the def2-TZVPD basis",
  "e_homo_ha": [-0.30367, -0.30369],
  "orbital_gap_ha": [0.2911, 0.2911],
  "lumo_ev": [-0.3, -0.3],
  "symbols": ["C", "F", "S", "S", "H", "H", "H"],
  "xyz": [[1.65114, -0.05002, -0.12102], [2.40531, -1.13849, 0.05848], [0.11986, 0.18993, 0.53378], [-1.92956, -0.80321, 0.01433], [1.78310, 0.16769, -1.11085], [0.28409, -0.35325, 1.77640], [-2.72540, 0.27145, 0.18104]],
  "atomic_forces_ev_per_a": [[-0.702, -0.734, 2.165], [0.093, -0.956, 0.867], [0.249, 0.465, 0.001], [0.082, -0.449, 0.212], [-0.150, 1.569, -2.514], [0.036, 0.018, -0.743], [0.391, 0.087, 0.012]]
}

=====

6.
{
  "formula": "C5H8O2",
  "method": "the ωB97M-V functional and the def2-TZVPD basis",
  "e_homo_ha": -0.33913,
  "orbital_gap_ha": 0.3565,
  "smiles": "C=CCC=O.C=O",
  "lumo_ev": 0.5,
  "symbols": ["C", "O", "C", "C", "C", "C", "O", "H", "H", "H", "H", "H", "H", "H", "H"],
  "xyz": [[-1.45005, 1.32864, 0.30925], [-1.49374, 1.15370, -0.90699], [0.65233, 0.35580, -1.34060], [0.19155, -1.00462, -0.85796], [0.07994, -1.02587, 0.59057], [0.90650, -0.44173, 1.44370], [1.39129, 1.07981, -0.67980], [-2.42985, 1.31300, 0.81323], [-0.67668, 1.86677, 0.86277], [0.47598, 0.56526, -2.40850], [0.91134, -1.75764, -1.20850], [-0.77811, -1.25672, -1.30185], [-0.50921, -1.81282, 1.04792], [0.88447, -0.34283, 2.52034], [1.84423, -0.02075, 1.11642]],
  "atomic_forces_ev_per_a": [[-1.978, 1.659, -1.916], [0.527, -0.134, 1.771], [2.019, 0.474, 0.036], [-0.144, 0.227, -0.830], [0.283, -1.528, 2.177], [1.734, 0.665, 0.328], [-1.166, -0.601, -1.310], [0.182, -0.688, 0.506], [0.750, -0.549, -0.279], [-0.209, 0.127, 0.117], [-0.009, 0.185, -0.130], [0.224, 0.084, -0.149], [-1.080, 0.410, -0.162], [-0.829, -0.889, 0.208], [-0.303, 0.557, -0.366]]
}

=====

F_max in hartree/bohr, matching the order above: 0.0902, 0.1094, 0.0906, 0.1329, 0.0577, 0.0625
E in Eh, matching the order above: -497.9417, -643.2937, -806.3315, -804.9897, -936.0231, -345.6886